Record 1
Entry from the Open Molecules 2025 dataset: the molecule C2H2Cl2O at a distorted geometry (wB97M-V/def2-TZVPD).

Values from the calculation:
- E (hartree) = -1072.86935
- energy relative to the best compared isomer or geometry (same formula, charge and spin) (kcal per mole) = 6.9
- 2S+1 = 3
- expectation value of S² = 2.01
- gap between HOMO and LUMO (alpha / beta) (eV) = 7.849 / 7.959

Structure (XYZ):
```
7
C2H2Cl2O wB97M-V/def2-TZVPD
C 0.417 -0.429 0.428
C -0.492 0.466 -0.249
O -1.506 0.074 -0.773
Cl 2.173 -0.237 0.166
Cl 0.023 -0.019 2.107
H 0.115 -1.429 0.248
H -0.373 1.613 -0.266
```

***

Record 2
Entry from the Open Molecules 2025 dataset: a cluster of 3 separate species, C19H27F4I2N2O7 in total at a distorted geometry (wB97M-V/def2-TZVPD).

Values from the calculation:
- E (hartree) = -2371.19176
- total charge = -1
- gap between HOMO and LUMO (eV) = 7.211

Structure (XYZ):
```
61
C19H27F4I2N2O7 wB97M-V/def2-TZVPD
C 1.338 2.844 0.406
C 1.821 1.410 -0.029
I 2.664 0.298 1.664
C 0.860 0.577 -0.979
I 0.883 1.722 -2.877
C -0.582 0.213 -0.450
C -0.531 -1.039 0.566
C 0.235 -2.301 -0.005
O 1.360 -2.724 0.796
C -0.739 -3.577 -0.009
F -0.044 -4.567 -0.735
F -1.906 -3.374 -0.700
F -0.927 -4.116 1.252
C -1.421 -0.481 -1.648
O -2.679 -0.530 -1.564
O -0.853 -1.082 -2.661
N -1.411 1.296 0.049
C -2.190 1.148 1.240
C -1.411 1.389 2.625
O -1.066 2.466 3.004
F -1.160 0.328 3.530
N -1.547 2.443 -0.703
C -2.610 2.593 -1.342
O -3.637 2.593 -1.887
H 0.370 2.885 0.964
H 2.169 3.301 1.031
H 1.265 3.514 -0.506
H 2.740 1.605 -0.667
H 1.470 -0.326 -1.284
H -0.107 -0.771 1.569
H -1.577 -1.431 0.772
H 0.611 -2.223 -1.056
H 1.218 -2.417 1.713
H -2.828 0.212 1.321
H -2.964 1.980 1.265
C 6.114 2.892 5.256
C 5.955 1.418 5.572
C 4.866 1.005 4.598
O 5.000 1.846 3.446
C 5.903 2.915 3.753
H 7.078 3.305 5.558
H 5.325 3.465 5.753
H 6.884 0.887 5.342
H 5.696 1.216 6.612
H 3.870 1.171 5.021
H 4.947 -0.042 4.299
H 6.841 2.727 3.218
H 5.485 3.860 3.402
C -4.396 -1.667 -4.343
C -5.591 -2.560 -4.614
C -5.443 -2.844 -6.098
O -4.042 -2.815 -6.388
C -3.343 -2.265 -5.254
H -4.089 -1.646 -3.297
H -4.621 -0.641 -4.654
H -5.495 -3.490 -4.044
H -6.549 -2.102 -4.361
H -5.928 -2.067 -6.702
H -5.857 -3.815 -6.384
H -2.809 -3.082 -4.760
H -2.614 -1.529 -5.594
```

***

Record 3
Entry from the Open Molecules 2025 dataset: the molecule C7H14NP at a distorted geometry (wB97M-V/def2-TZVPD).

Values from the calculation:
- E (hartree) = -671.12814
- energy relative to the best compared isomer or geometry (same formula, charge and spin) (kcal per mole) = 3.4
- SMILES = CCN1CC=CP1CC
- gap between HOMO and LUMO (eV) = 8.874

Structure (XYZ):
```
23
C7H14NP wB97M-V/def2-TZVPD
C -1.411 -0.069 1.977
C -1.592 0.771 0.677
N -0.323 0.727 0.047
C 0.325 2.134 0.045
C 1.500 2.020 -0.837
C 1.433 0.980 -1.705
P 0.048 -0.091 -1.513
C 0.971 -1.534 -0.706
C 0.040 -2.759 -0.664
H -0.827 0.435 2.716
H -2.370 -0.420 2.199
H -0.674 -0.853 1.706
H -2.417 0.413 0.144
H -1.791 1.882 0.985
H 0.713 2.320 1.136
H -0.292 3.021 -0.151
H 2.192 2.790 -0.680
H 2.085 0.665 -2.454
H 1.757 -1.876 -1.449
H 1.256 -1.197 0.443
H 0.398 -3.525 0.002
H -0.920 -2.676 -0.279
H -0.103 -3.157 -1.640
```

***

Record 4
Entry from the Open Molecules 2025 dataset: a structure of composition C13H24N5O9PPdS at a distorted geometry (wB97M-V/def2-TZVPD).

Values from the calculation:
- E (hartree) = -2327.95690
- energy relative to the best compared isomer or geometry (same formula, charge and spin) (kcal per mole) = 7.5
- 2S+1 = 5
- expectation value of S² = 6.02
- gap between HOMO and LUMO (alpha / beta) (eV) = 9.491 / 5.181

Structure (XYZ):
```
54
C13H24N5O9PPdS wB97M-V/def2-TZVPD
Pd 2.755 -1.741 -0.842
O 2.157 -2.204 3.051
S 2.042 -1.695 1.730
O 0.939 -0.571 1.782
O 3.240 -1.044 1.178
O 1.551 -2.673 0.727
O 6.630 -1.910 -0.860
N 5.434 -1.877 -0.968
O 4.699 -2.853 -0.604
O 4.819 -0.879 -1.450
O 1.249 -0.063 -0.654
P 0.124 -0.006 0.340
N -0.966 0.928 -1.038
C -2.376 1.204 -0.962
C -2.771 1.700 -2.356
C -1.494 2.401 -2.838
C -0.380 1.584 -2.176
N -0.128 1.481 1.118
C 1.060 2.354 1.200
C 0.959 3.023 2.573
C -0.535 2.948 2.907
C -0.950 1.602 2.322
N -1.094 -1.140 0.382
C -1.256 -2.024 -0.789
C -1.580 -3.380 -0.171
C -2.377 -2.999 1.078
C -1.632 -1.768 1.600
H -2.558 1.990 -0.216
H -2.915 0.315 -0.630
H -3.632 2.364 -2.326
H -3.007 0.853 -3.002
H -1.468 3.432 -2.480
H -1.401 2.413 -3.922
H 0.487 2.176 -1.866
H 0.030 0.812 -2.840
H 1.019 3.097 0.395
H 1.979 1.779 1.081
H 1.332 4.045 2.550
H 1.536 2.456 3.304
H -1.076 3.760 2.416
H -0.731 3.002 3.976
H -2.013 1.558 2.066
H -0.733 0.788 3.023
H -0.355 -2.045 -1.401
H -2.090 -1.670 -1.411
H -0.652 -3.869 0.120
H -2.133 -4.023 -0.855
H -2.406 -3.792 1.822
H -3.402 -2.737 0.808
H -0.835 -2.054 2.287
H -2.301 -1.073 2.115
O 2.613 -0.687 -4.739
C 2.419 -1.310 -3.769
N 2.175 -1.977 -2.785
```

***

Q: The highest E belongs to which entry?
A: C7H14NP

***

Q: Among the records above, which one has the highest E?
A: C7H14NP